No. 1
Formula: C11H14N2O4
Source: the Open Molecules 2025 dataset
Level of theory: ωB97M-V/def2-TZVPD

Summary:
Relative energy (zero: lowest compared OMol25 entry of this formula, charge and spin) ... 57.61 kcal/mol
2S+1 ... 1
Charge ... 0
Strongest force on any atom ... 4.2 eV/Å
HOMO energy ... -8.4 eV
SMILES ... NCC(=O)N[C@@H](Cc1ccc(O)cc1)C(=O)O

Element x y z (Å)
N: 2.291 4.488 -1.946
C: 1.271 3.640 -2.641
C: 0.832 2.304 -2.036
O: -0.088 1.658 -2.554
N: 1.436 1.962 -0.862
C: 0.809 0.720 -0.124
C: -0.778 0.588 0.045
C: -0.980 -0.676 0.966
C: -1.316 -1.952 0.432
C: -1.728 -2.982 1.264
C: -1.816 -2.818 2.707
O: -1.952 -3.837 3.544
C: -1.621 -1.535 3.267
C: -1.247 -0.510 2.347
C: 1.322 -0.542 -0.910
O: 2.009 -1.408 -0.436
O: 0.722 -0.677 -2.110
H: 2.081 4.719 -1.031
H: 3.304 4.248 -1.961
H: 1.580 3.482 -3.685
H: 0.456 4.288 -2.869
H: 2.217 2.384 -0.413
H: 1.353 0.658 0.896
H: -1.356 1.445 0.581
H: -1.341 0.266 -0.915
H: -1.397 -2.009 -0.643
H: -1.810 -3.960 0.951
H: -2.152 -3.367 4.491
H: -2.105 -1.275 4.374
H: -1.203 0.536 2.723
H: 0.261 0.127 -2.300

These are the Mulliken partial charges, in e, on atoms 1 to 2: N -0.66; C -0.38

***

No. 2
Formula: C30H33ClGeN3O3S2Sc
Source: the Open Molecules 2025 dataset
Level of theory: ωB97M-V/def2-TZVPD

Summary:
Relative energy (zero: lowest compared OMol25 entry of this formula, charge and spin) ... 17.15 kcal/mol
2S+1 ... 1
Charge ... 0
Strongest force on any atom ... 0.5 eV/Å
HOMO energy ... -7.3 eV

Element x y z (Å)
Sc: -1.581 0.396 0.300
C: -1.563 2.661 1.833
C: -0.394 2.471 2.471
C: -0.083 1.265 3.318
C: -1.323 0.432 3.502
C: -2.475 0.641 2.837
C: -2.622 1.662 1.802
H: -1.707 3.578 1.274
H: 0.362 3.249 2.444
H: 0.253 1.617 4.305
H: -1.281 -0.352 4.249
H: -3.320 -0.010 3.027
H: -3.629 1.988 1.560
C: 3.903 -2.165 -0.272
C: 4.157 -0.889 -0.769
C: 3.127 0.017 -0.926
C: 1.828 -0.354 -0.573
C: 1.576 -1.615 -0.050
C: 2.614 -2.524 0.088
N: 0.707 0.530 -0.745
N: 0.934 1.461 -1.541
C: -0.126 2.362 -1.781
C: 0.068 3.296 -2.782
C: -0.963 4.176 -3.070
C: -2.136 4.087 -2.341
C: -2.239 3.116 -1.355
N: -1.253 2.268 -1.078
H: 4.715 -2.871 -0.154
H: 5.166 -0.602 -1.033
H: 3.310 1.010 -1.311
H: 0.572 -1.888 0.242
H: 2.410 -3.509 0.487
H: 1.008 3.297 -3.314
H: -0.855 4.912 -3.855
H: -2.974 4.741 -2.535
H: -3.154 2.993 -0.790
C: 3.732 -1.167 3.443
Ge: 1.858 -0.915 3.959
C: 1.777 -0.270 5.807
C: 0.913 -2.618 3.815
C: 1.104 0.467 2.756
H: 4.258 -1.750 4.200
H: 4.237 -0.207 3.338
H: 3.800 -1.696 2.492
H: 2.335 -0.945 6.457
H: 0.749 -0.227 6.166
H: 2.215 0.725 5.895
H: 1.456 -3.392 4.361
H: 0.823 -2.922 2.773
H: -0.095 -2.550 4.223
H: 1.917 1.161 2.514
H: 0.841 -0.046 1.826
C: -1.342 -3.897 -2.231
O: -1.172 -3.115 -1.049
C: -2.251 -2.884 -0.278
S: -3.746 -3.439 -0.628
S: -1.837 -1.972 1.163
H: -0.353 -3.951 -2.680
H: -2.053 -3.423 -2.908
H: -1.709 -4.891 -1.978
Cl: 1.059 -0.170 -6.598
C: -0.175 -0.025 -5.383
C: -1.274 0.787 -5.624
C: -2.246 0.910 -4.645
C: -2.120 0.237 -3.434
C: -1.020 -0.585 -3.221
C: -0.042 -0.722 -4.193
C: -3.140 0.496 -2.356
O: -4.145 1.134 -2.590
O: -2.803 0.057 -1.175
H: -1.361 1.311 -6.566
H: -3.116 1.535 -4.795
H: -0.927 -1.128 -2.286
H: 0.819 -1.358 -4.032

These are the Mulliken partial charges, in e, on atoms 1 to 2: Sc 0.76; C -0.56

***

No. 3
Formula: C2H7O3PSi
Source: the Open Molecules 2025 dataset
Level of theory: ωB97M-V/def2-TZVPD

Summary:
Relative energy (zero: lowest compared OMol25 entry of this formula, charge and spin) ... 40.28 kcal/mol
2S+1 ... 1
Charge ... -2
Strongest force on any atom ... 3.3 eV/Å
HOMO energy ... 0.1 eV

Element x y z (Å)
C: 0.042 -1.566 1.516
C: 2.438 1.113 -0.902
O: -3.487 -0.267 1.341
O: -3.204 -0.873 -1.152
O: -2.984 1.542 -0.411
Si: -0.682 -0.516 0.298
P: -2.901 0.112 0.003
H: -0.371 -1.818 2.572
H: 1.091 -1.864 1.433
H: 3.239 1.600 -0.515
H: 1.959 1.890 -1.558
H: 2.675 0.278 -1.515
H: 1.779 0.705 -0.193
H: 0.406 -0.337 -0.915

These are the Mulliken partial charges, in e, on atoms 1 to 2: C -0.73; C -1.05

***

No. 4
Formula: C2H7NS
Source: the Open Molecules 2025 dataset
Level of theory: ωB97M-V/def2-TZVPD

Summary:
Relative energy (zero: lowest compared OMol25 entry of this formula, charge and spin) ... 3.80 kcal/mol
2S+1 ... 1
Charge ... 0
Strongest force on any atom ... 1.4 eV/Å
HOMO energy ... -9.1 eV
SMILES ... NCCS

Element x y z (Å)
N: 1.023 -1.123 -0.548
C: 0.806 0.311 -0.274
C: -0.537 0.632 0.356
S: -1.914 0.252 -0.721
H: 1.791 -1.448 0.030
H: 0.217 -1.656 -0.230
H: 1.578 0.699 0.383
H: 0.908 0.870 -1.199
H: -0.526 1.664 0.702
H: -0.629 0.076 1.297
H: -2.716 -0.277 0.205

These are the Mulliken partial charges, in e, on atoms 1 to 2: N -0.53; C -0.45

***

No. 5
Formula: H25O12
Source: the Open Molecules 2025 dataset
Level of theory: ωB97M-V/def2-TZVPD

Summary:
Relative energy (zero: lowest compared OMol25 entry of this formula, charge and spin) ... 41.29 kcal/mol
2S+1 ... 1
Charge ... +1
Strongest force on any atom ... 2.9 eV/Å
HOMO energy ... -14.0 eV

Element x y z (Å)
O: 2.764 -0.645 3.222
H: 2.104 -1.101 -0.334
H: 0.072 0.611 -2.290
O: -2.717 2.450 -2.437
H: -3.600 2.236 -2.181
H: 0.576 -3.776 0.040
O: -3.168 -0.978 0.250
H: 4.695 0.516 -0.682
O: 0.990 -2.307 2.097
H: -2.774 -0.142 -0.039
H: 1.026 -2.279 3.058
O: -1.140 -1.860 -1.070
H: -0.525 -1.104 -1.140
H: -2.088 -1.627 -0.910
O: 2.167 -1.514 -1.211
H: -1.098 -0.148 1.779
H: 2.123 -0.632 -1.613
O: -0.278 -3.546 0.412
H: -4.087 -0.804 0.433
H: 3.617 -0.427 3.609
O: 0.139 0.634 -1.334
H: -0.423 1.366 -1.063
H: -2.396 2.692 -3.301
O: 3.810 0.599 -1.060
H: -0.167 -3.174 1.363
H: 3.713 1.559 -1.002
O: -2.792 1.867 0.391
H: -3.229 2.682 0.129
H: -1.879 2.143 0.286
O: -0.236 -0.122 1.394
H: 0.782 -1.389 1.819
H: 3.149 -1.186 2.515
O: 0.305 3.800 -0.330
H: -0.697 -2.488 -0.135
H: 0.597 3.582 -1.216
H: -0.450 0.298 0.552
H: 1.112 4.216 -0.002

These are the Mulliken partial charges, in e, on atoms 1 to 2: O -0.59; H 0.31

***

No. 6
Formula: ClHNO2S
Source: the Open Molecules 2025 dataset
Level of theory: ωB97M-V/def2-TZVPD

Summary:
Relative energy (zero: lowest compared OMol25 entry of this formula, charge and spin) ... 6.22 kcal/mol
2S+1 ... 1
Charge ... -1
Strongest force on any atom ... 3.4 eV/Å
HOMO energy ... -5.2 eV
SMILES ... N=[S@](=O)([O-])Cl

Element x y z (Å)
N: 0.092 -0.418 -0.735
S: 1.408 -0.637 -0.014
O: 2.256 -1.502 -0.815
O: 1.172 -0.889 1.444
Cl: 2.782 1.111 0.131
H: -0.499 0.087 0.043

These are the Mulliken partial charges, in e, on atoms 1 to 2: N -0.55; S 0.86